Density functional theory data (the ωB97M-V functional and the def2-TZVPD basis) for an isolated molecule of C6H5ClS at a distorted geometry.

The energy above the lowest of the compared OMol25 structures with the same formula, charge and spin comes out at 34.5 kcal per mole. The calculation puts the LUMO energy at -1.32 eV. As for the HOMO-LUMO gap: 7.6 eV. The HOMO energy comes out at -9.0 eV. Its total energy is -1089.916784 hartree.

Last column: natural (NBO) charge in e.
Positions of all 13 atoms, in Å:
1 C 3.303 -0.099 0.056  -0.667
2 C 1.823 0.213 -0.140  0.102
3 C 1.047 1.270 -0.199  -0.338
4 C -0.300 0.750 -0.070  -0.109
5 S -1.656 1.681 0.104  0.097
6 C -0.210 -0.783 0.087  -0.119
7 Cl -1.641 -1.638 -0.083  0.077
8 C 1.041 -1.157 0.195  -0.232
9 H 3.933 0.881 0.037  0.219
10 H 3.817 -0.670 -0.675  0.236
11 H 3.580 -0.673 0.957  0.236
12 H 1.253 2.393 -0.315  0.257
13 H 1.593 -2.145 0.169  0.241

Atomic forces in eV per Å
C 1.370 3.526 0.248
C 2.798 -4.567 2.358
C -0.311 2.012 -0.693
C -1.901 0.733 0.711
S 1.229 -1.139 -0.310
C -0.997 1.463 -0.363
Cl -0.702 -0.848 0.258
C 1.890 1.264 -1.721
H -1.038 -1.508 0.359
H -0.259 -0.725 -1.419
H -0.809 0.576 0.089
H -0.142 -2.141 0.213
H -1.128 1.355 0.270